<1>
This record from the OMol25 dataset describes a gas-phase ion, C8H16N2P (charge +1). The level of theory is ωB97M-V/def2-TZVPD.

Cartesian coordinates (Å):
P1 2.9175 2.0681 0.3965
N1 2.1159 0.5746 0.0364
N2 1.7583 -1.6508 -0.1513
C1 -1.0045 0.5157 1.0796
C2 -0.1654 -0.5483 0.6226
C3 2.5812 -0.5661 -0.2909
C4 -2.9320 -0.3410 -0.3130
C5 -2.4891 0.0690 1.0761
C6 0.3897 -1.6456 0.2105
C7 -3.1784 1.0637 -1.0296
C8 3.9877 -0.9612 -0.7353
H1 -2.2433 -0.9257 -0.9577
H2 2.1365 2.8333 -0.4305
H3 -2.8061 -0.7968 1.6728
H4 -3.7705 -0.8704 -0.3866
H5 2.2489 -2.4974 -0.3247
H6 -4.0191 1.1412 -1.7275
H7 4.4292 -1.2389 0.1058
H8 -0.5934 0.6897 2.0100
H9 -2.4463 1.4085 -1.7177
H10 -3.4096 1.8028 -0.3203
H11 -3.1842 0.8590 1.4737
H12 4.6115 -0.2026 -1.1213
H13 3.8626 -1.7425 -1.3871
H14 2.2095 2.2221 1.7413
H15 -0.2824 -2.4723 0.1381
H16 -0.7245 1.2119 0.3301

**Total charge**: +1
**LUMO energy (spin up / spin down)**: -5.3 / -5.3 eV
**Spin multiplicity**: 1



<2>
This record from the OMol25 dataset describes a gas-phase ion, C8H16N2P (charge +1). The level of theory is ωB97M-V/def2-TZVPD.

Cartesian coordinates (Å):
P1 -0.8047 -2.3199 2.8277
N1 0.4629 0.3193 -0.2591
N2 -2.1932 -1.5952 2.6866
C1 -1.3850 0.4531 1.3139
C2 -0.1782 1.1203 -1.3900
C3 2.1397 0.4801 -2.0008
C4 0.8962 1.2362 -2.5593
C5 0.3629 -1.3929 1.6417
C6 1.5772 -0.4307 -0.8881
C7 -2.5094 -0.3757 1.9639
C8 -0.4275 -0.4363 0.6069
H1 1.0012 -0.9538 2.3255
H2 -3.3468 -0.7800 1.2793
H3 0.4500 0.8664 -3.5062
H4 1.2623 2.2414 -2.8097
H5 2.4225 -0.5406 -0.2794
H6 2.5967 -0.0588 -2.7525
H7 -1.0344 1.0331 2.2046
H8 -0.5172 2.0018 -0.8641
H9 -1.1581 -1.0853 0.0493
H10 2.8545 1.1251 -1.6446
H11 -0.9108 0.4422 -1.6673
H12 -2.9226 0.3552 2.6981
H13 -1.8517 1.0520 0.6273
H14 0.9356 0.8377 0.4465
H15 1.2757 -1.3654 -1.1817
H16 1.0022 -2.2292 1.1316

**SMILES**: C1CC[NH+]([C@@H]2CCN=PC2)C1
**Total charge**: +1
**LUMO energy**: -3.2 eV
**Spin multiplicity**: 1



Most stable of them? <2>.



<1>
This record from the OMol25 dataset describes CH3NOS in the gas phase. The level of theory is ωB97M-V/def2-TZVPD.

Cartesian coordinates (Å):
S1 -0.8000 -1.5327 0.5157
O1 0.2470 0.1932 -1.2640
N1 0.3789 -0.3424 0.0465
C1 -0.0392 1.0316 -0.1807
H1 0.2808 -2.4543 0.9222
H2 0.9196 1.7171 0.1139
H3 -0.9870 1.3875 -0.1536

**SMILES**: SN1CO1
**LUMO energy**: 0.8 eV
**Spin multiplicity**: 1



<2>
This record from the OMol25 dataset describes CH3NOS in the gas phase. The level of theory is ωB97M-V/def2-TZVPD.

Cartesian coordinates (Å):
S1 0.5930 -1.3414 -1.0627
O1 1.0016 1.1001 0.6005
N1 -0.5536 -0.3404 -0.2832
C1 -0.1364 0.7072 0.4545
H1 -1.5126 -0.6334 -0.2189
H2 1.6205 -0.7296 -0.4086
H3 -1.0125 1.2374 0.9185

**SMILES**: O=CNS
**LUMO energy**: 0.6 eV
**Spin multiplicity**: 1



Most stable of them? <2>.



<1>
This record from the OMol25 dataset describes 2 unconnected molecules or ions with the total composition H3PS2. The level of theory is ωB97M-V/def2-TZVPD.

Cartesian coordinates (Å):
S1 -1.0581 -1.6902 0.2324
S2 -3.2826 0.7324 0.2529
P1 -1.6541 -0.1496 -0.7690
H1 -3.5127 0.1847 1.4899
H2 1.1723 -2.4664 -1.0330
H3 1.0592 -1.7353 -1.1986

**SMILES**: [H][H].S=PS
**LUMO energy**: -1.4 eV
**Spin multiplicity**: 1



<2>
This record from the OMol25 dataset describes 2 unconnected molecules or ions with the total composition H3PS2. The level of theory is ωB97M-V/def2-TZVPD.

Cartesian coordinates (Å):
S1 0.5589 -1.0749 0.3449
S2 -0.5415 -1.3011 -1.2718
P1 -0.4995 0.3709 1.5013
H1 0.6265 1.3433 1.7801
H2 -0.7177 1.0835 0.4565
H3 0.5733 -0.4216 -2.8110

**LUMO energy (spin up / spin down)**: -1.2 / -1.4 eV
**Spin multiplicity**: 1



Most stable of them? <1>.



<1>
This record from the OMol25 dataset describes 2 unconnected molecules or ions with the total composition C3H9N2O2. The level of theory is ωB97M-V/def2-TZVPD.

Cartesian coordinates (Å):
O1 0.4031 1.6442 2.7664
O2 -1.6635 1.4153 2.0135
N1 -0.3756 -0.2107 0.0209
N2 1.8372 -1.5837 -2.6367
C1 -0.7438 1.9175 2.8848
C2 0.1699 -0.4165 -1.3213
C3 1.0603 -1.3910 -1.5177
H1 -0.1598 -1.0202 0.6084
H2 -0.1214 0.6164 0.5687
H3 -1.1611 2.5492 3.6789
H4 1.8812 -2.5522 -2.9249
H5 1.5703 -0.9880 -3.4150
H6 1.2324 -2.1053 -0.7165
H7 -0.0924 0.3402 -2.0444
H8 -2.4498 1.9675 2.0637
H9 -1.3870 -0.1828 -0.0286

**Total charge**: +1
**LUMO energy**: -3.1 eV
**Spin multiplicity**: 1



<2>
This record from the OMol25 dataset describes 2 unconnected molecules or ions with the total composition C3H9N2O2. The level of theory is ωB97M-V/def2-TZVPD.

Cartesian coordinates (Å):
O1 -1.0315 0.5056 -2.2113
O2 1.2055 0.3092 -1.8987
N1 -1.4622 0.5796 0.6995
N2 1.2168 -1.0874 2.7010
C1 0.2060 -0.7967 1.7992
C2 0.0630 0.0687 -2.5839
C3 -0.2927 0.4348 1.6047
H1 -2.2796 1.0217 1.1020
H2 -0.1365 -1.6450 1.2488
H3 1.9166 -0.2375 -2.2945
H4 1.9382 -1.6876 2.3043
H5 0.2767 -0.6004 -3.4670
H6 -1.1840 1.1522 -0.1218
H7 1.6408 -0.1750 2.8822
H8 0.0144 1.3337 2.1097
H9 -1.7175 -0.3659 0.3921

**Total charge**: +1
**LUMO energy**: -3.1 eV
**Spin multiplicity**: 1



<3>
This record from the OMol25 dataset describes a molecular structure, C3H9N2O2. The level of theory is ωB97M-V/def2-TZVPD.

Cartesian coordinates (Å):
O1 -1.4663 1.5455 -0.3359
O2 0.4609 -0.7048 1.3128
N1 0.3670 0.1369 0.2224
N2 -1.9786 -0.9727 0.5533
C1 -1.0064 0.5542 0.0023
C2 0.6659 -0.6252 -0.9800
C3 1.3722 1.2733 0.3826
H1 -0.1727 -1.2014 -1.1298
H2 -2.2588 -1.5556 -0.1851
H3 -0.2727 -1.4052 1.2611
H4 2.2573 1.3914 -0.2242
H5 0.8453 -0.0700 -1.8246
H6 1.5403 1.2639 1.3930
H7 1.6136 -1.1967 -1.0270
H8 0.9699 2.2093 0.0071
H9 -2.9370 -0.6430 0.5719

**Total charge**: +1
**LUMO energy**: -4.2 eV
**Spin multiplicity**: 1



Most stable of them? <1>.



<1>
This record from the OMol25 dataset describes a molecular structure, C3H9N2O2. The level of theory is ωB97M-V/def2-TZVPD.

Cartesian coordinates (Å):
O1 -2.4473 -0.7120 1.4045
O2 1.5263 -0.8242 1.4722
N1 -1.3516 -1.1666 0.8445
N2 0.5207 0.0263 1.0652
C1 1.2280 1.2349 -0.9600
C2 -0.8686 0.0990 -1.0415
C3 0.4949 0.0124 -0.4254
H1 -1.3524 1.0116 -0.7127
H2 -1.2871 -0.8836 -0.2189
H3 0.9683 1.4644 -1.9226
H4 -2.6988 -1.4273 1.9613
H5 -0.9992 -0.2574 -1.9984
H6 2.3715 0.9479 -1.0476
H7 1.1186 1.9790 -0.0856
H8 1.7246 -0.6888 2.3895
H9 1.0520 -0.8156 -0.7245

**Total charge**: +1
**LUMO energy (spin up / spin down)**: -6.7 / -6.7 eV
**Spin multiplicity**: 1



<2>
This record from the OMol25 dataset describes a gas-phase ion, C3H9N2O2 (charge +1). The level of theory is ωB97M-V/def2-TZVPD.

Cartesian coordinates (Å):
O1 -1.5716 0.3201 0.3742
O2 1.4117 0.3575 -0.1005
N1 1.0408 -1.7255 -0.1192
N2 -1.3337 -0.0204 -1.0065
C1 0.9049 1.7623 -0.0716
C2 -0.7514 -0.4609 1.1167
C3 0.6263 -0.5797 0.3743
H1 1.8044 2.2966 0.3717
H2 0.0095 1.6912 0.5175
H3 1.6929 -1.8370 -0.8273
H4 0.5360 -2.5998 0.0433
H5 0.7607 1.9077 -1.0931
H6 -1.3335 0.8518 -1.5082
H7 -0.5924 0.0776 2.0077
H8 -1.0961 -1.4664 1.3160
H9 -2.1084 -0.5749 -1.3948

**SMILES**: COC(=[NH2+])CON
**Total charge**: +1
**LUMO energy**: -4.0 eV
**Spin multiplicity**: 1



Most stable of them? <2>.



<1>
This record from the OMol25 dataset describes 2 unconnected molecules or ions with the total composition C3H8OS2. The level of theory is ωB97M-V/def2-TZVPD.

Cartesian coordinates (Å):
S1 -0.0199 -1.3693 2.4637
S2 2.2362 -1.7385 2.5666
O1 -2.0100 -0.5718 -3.0198
C1 -1.2337 0.5332 -3.1798
C2 -1.7023 1.7093 -3.7081
C3 2.4574 -0.3758 3.7801
H1 -0.1603 0.3685 -3.4068
H2 -2.6588 1.8994 -3.2145
H3 -2.8732 -0.4949 -3.3018
H4 -1.2599 2.4921 -4.2900
H5 3.0230 0.5116 3.3765
H6 3.0051 -0.5898 4.7799
H7 1.3860 0.0735 3.8912
H8 -0.1897 -2.4476 3.2629

**Total charge**: +1
**LUMO energy (spin up / spin down)**: -6.7 / -9.1 eV
**Spin multiplicity**: 2



<2>
This record from the OMol25 dataset describes 2 unconnected molecules or ions with the total composition C3H8OS2. The level of theory is ωB97M-V/def2-TZVPD.

Cartesian coordinates (Å):
S1 2.1054 -1.0458 1.6421
S2 0.1959 -0.7039 2.1585
O1 0.9316 1.5221 -2.4783
C1 -1.0550 0.6214 2.0738
C2 0.1686 0.8310 -1.8617
C3 -0.0086 -0.6195 -2.2740
H1 -1.9938 0.0893 2.2031
H2 2.3101 -1.6228 2.8334
H3 -0.9290 -1.0357 -1.8538
H4 0.8051 -1.2973 -2.0305
H5 -0.5319 1.2792 -1.1280
H6 -0.2043 -0.5667 -3.3407
H7 -0.7879 1.3103 2.8786
H8 -1.0062 1.2383 1.1775

**Total charge**: +1
**LUMO energy (spin up / spin down)**: -6.1 / -8.4 eV
**Spin multiplicity**: 2



Most stable of them? <2>.